Density functional theory data (ωB97M-V/def2-TZVPD) for a cluster of 6 separate species, C7H19N5O14S in total.

Calculated values
LUMO level (alpha / beta)   -3.8 / -10.7 eV
⟨S²⟩   0.7573
Multiplicity   2
Total energy   -54490.30463 eV
Total charge   +1

Cartesian coordinates (Å):
C -14.8359 -33.4452 14.2630
N -15.6125 -34.6239 14.8466
O -15.0172 -35.7062 15.0696
O -16.8368 -34.4588 15.0063
H -15.5616 -32.9878 13.5906
H -13.9720 -33.9554 13.8371
H -14.6955 -32.8204 15.1451
C -17.1195 -37.3651 17.5150
N -16.2695 -37.0510 18.6337
O -16.6898 -37.1493 19.8086
O -15.0929 -36.7828 18.3338
H -17.6955 -36.4865 17.2245
H -17.8332 -38.1416 17.7903
H -16.6375 -37.8166 16.6479
C -13.8575 -38.4892 14.6064
N -14.1798 -39.8699 14.2662
O -15.1734 -40.1482 13.6714
O -13.4838 -40.7302 14.8484
H -14.7756 -37.9420 14.3924
H -13.1198 -37.8976 14.0643
H -13.7159 -38.5872 15.6828
C -16.2549 -43.2739 14.7739
N -17.6977 -43.3839 14.7883
O -18.3179 -42.3255 14.6919
O -18.1512 -44.5481 14.8746
H -15.9018 -44.2687 14.5022
H -15.9909 -42.9737 15.7880
H -15.9498 -42.4378 14.1447
C -10.0640 -40.8150 14.0005
N -10.5317 -40.0526 12.8202
O -10.5586 -40.5354 11.7056
O -11.1322 -39.0105 13.1376
H -9.4932 -41.6491 13.5926
H -10.9581 -41.2525 14.4446
H -9.4778 -40.2183 14.6994
C -18.2229 -38.7003 12.8603
C -17.7468 -37.6529 13.8552
O -18.9633 -37.2448 14.4354
S -20.0492 -38.5421 14.6991
O -21.4287 -38.0932 14.6048
O -19.6267 -39.3365 15.8229
O -19.5590 -39.1522 13.3054
H -17.5977 -39.5855 12.7435
H -18.4080 -38.2017 11.9089
H -17.2474 -36.7853 13.4240
H -17.1595 -38.1867 14.6024

natural (NBO) atomic charge list, values in e, 4 entries: C -0.46; N 0.52; O -0.41; O -0.39